Version 1
The following is a DFT calculation (ωB97M-V/def2-TZVPD) of one molecule with the formula CH2NP.

HOMO level = -10.377 eV
SMILES = N#CP
Frontier orbital gap = 10.98 eV
Total charge = 0

Element x y z (Å)
P -0.38 -0.09 -0.77
N -2.26 -2.31 0.05
C -1.59 -1.24 -0.22
H 0.48 -0.55 0.08
H -0.76 1.04 -0.03

Version 2
The following is a DFT calculation (ωB97M-V/def2-TZVPD) of CH2NP as an isolated structure.

HOMO level = -11.547 eV
Frontier orbital gap = 10.34 eV
Total charge = 0

Element x y z (Å)
P -0.12 0.92 -0.01
N -3.36 -0.10 -0.09
C -2.30 0.18 0.17
H -0.07 -0.17 0.86
H 0.14 0.14 -1.18

Computed relative energies in units of hartree: version 1 0.0000; version 2 0.0161

Version 1
The following is a DFT calculation (ωB97M-V/def2-TZVPD) of Cl5NP2 as an isolated structure.

HOMO level (spin up / spin down) = -9.449 / -9.450 eV
Frontier orbital gap (spin up / spin down) = 7.10 / 7.11 eV
Total charge = 0

Element x y z (Å)
Cl 1.49 1.69 -1.79
Cl 0.26 -2.32 -1.06
Cl -2.22 -1.75 0.67
Cl 1.08 1.95 1.16
Cl 0.84 -1.65 1.82
P -0.02 2.10 -0.49
P -0.41 -1.00 0.26
N -1.03 0.97 -0.57

Version 2
The following is a DFT calculation (ωB97M-V/def2-TZVPD) of Cl5NP2 as an isolated structure.

HOMO level = -9.553 eV
Frontier orbital gap = 8.42 eV
Total charge = 0

Element x y z (Å)
Cl -2.56 2.11 -1.29
Cl 2.58 -0.41 1.85
Cl -2.61 -0.21 0.69
Cl 2.33 0.30 -1.18
Cl -0.17 1.73 0.54
P 1.31 -0.57 0.31
P -1.38 0.57 -0.67
N -0.03 -1.22 0.48

Computed relative energies in units of hartree: version 1 0.0000; version 2 0.0031

Version 1
The following is a DFT calculation (ωB97M-V/def2-TZVPD) of a 2-piece molecular cluster, CHN2O4 overall.

HOMO level (spin up / spin down) = -4.341 / -4.335 eV
Frontier orbital gap (spin up / spin down) = 6.66 / 6.65 eV
Total charge = -1

Element x y z (Å)
O 0.90 2.11 -2.44
O -1.84 -0.75 -0.41
O -0.51 -2.51 -0.57
O 2.37 1.22 -1.12
N 0.41 -0.84 -1.28
N 1.27 1.32 -1.61
C -0.78 -1.29 -0.71
H 1.17 -0.84 -0.54

Version 2
The following is a DFT calculation (ωB97M-V/def2-TZVPD) of CHN2O4 as an isolated structure.

HOMO level = -4.795 eV
Frontier orbital gap = 8.95 eV
Total charge = -1

Element x y z (Å)
O -2.36 -0.23 -0.11
O 1.61 -0.01 1.23
O -0.69 -1.31 0.75
O 2.00 0.05 -1.02
N -1.13 -0.32 0.19
N -0.30 0.61 -0.18
C 1.58 0.13 0.08
H -0.71 1.09 -0.95

Computed relative energies in units of hartree: version 1 0.0858; version 2 0.0000

Version 1
The following is a DFT calculation (ωB97M-V/def2-TZVPD) of a 2-piece molecular cluster, C7H14OS overall.

HOMO level (spin up / spin down) = -7.118 / -7.119 eV
Frontier orbital gap (spin up / spin down) = 7.81 / 7.81 eV
Total charge = 0

Element x y z (Å)
S 1.00 -0.19 0.17
O -3.23 0.59 0.14
C -2.14 -0.98 -1.33
C -0.24 2.01 -0.99
C -1.80 -1.01 1.34
C 2.71 0.57 0.08
C 3.76 -0.42 0.60
C -2.21 -0.33 0.05
C -0.15 0.97 -0.27
H 3.82 -0.59 1.63
H -2.00 -2.02 1.30
H -1.96 -0.19 -2.08
H 3.37 -1.34 0.20
H 0.59 2.45 -1.59
H -0.73 -0.97 1.33
H -3.40 0.84 1.13
H 4.73 -0.29 0.28
H 2.87 0.71 -1.09
H -1.13 2.49 -1.22
H -3.09 -1.46 -1.41
H 2.79 1.44 0.82
H -2.27 -0.48 2.14
H -1.30 -1.79 -1.24

Version 2
The following is a DFT calculation (ωB97M-V/def2-TZVPD) of one molecule with the formula C7H14OS.

HOMO level = -7.232 eV
SMILES = CC(C)=S1(=O)CCCC1
Frontier orbital gap = 8.01 eV
Total charge = 0

Element x y z (Å)
S -0.25 -0.78 0.06
O -0.39 -2.39 0.24
C 0.84 -0.31 1.48
C -1.60 1.45 -0.06
C -3.02 -0.85 -0.02
C 2.44 -0.69 -0.39
C -1.77 -0.01 0.33
C 2.17 0.15 0.81
C 1.22 -0.78 -1.14
H -1.36 1.45 -1.07
H -3.56 -0.65 -0.93
H 3.05 0.05 1.56
H 2.92 -1.70 -0.16
H -2.56 2.03 0.09
H -3.69 -0.58 0.82
H 0.82 -1.83 -1.52
H 1.96 1.20 0.49
H 1.03 -0.14 -2.02
H -0.63 1.85 0.48
H 3.21 -0.15 -0.93
H -2.86 -1.96 -0.07
H 0.29 0.36 2.07
H 1.03 -1.22 2.10

Computed relative energies in units of hartree: version 1 0.0000; version 2 0.0107

Version 1
The following is a DFT calculation (ωB97M-V/def2-TZVPD) of a 2-piece molecular cluster, C2H5Br overall.

HOMO level (spin up / spin down) = -8.703 / -8.423 eV
Frontier orbital gap (spin up / spin down) = 8.81 / 8.73 eV
Total charge = 0

Element x y z (Å)
Br -0.06 2.23 2.00
C 0.52 -0.90 0.03
C -0.58 1.57 0.35
H -1.62 1.37 0.22
H 0.00 1.94 -0.48
H 0.16 -1.11 -0.96
H 1.54 -0.66 0.19
H -0.05 -1.26 0.86

Version 2
The following is a DFT calculation (ωB97M-V/def2-TZVPD) of a 2-piece molecular cluster, C2H5Br overall.

HOMO level = -9.200 eV
Frontier orbital gap = 8.16 eV
Total charge = 0

Element x y z (Å)
Br -2.71 0.23 -0.26
C 1.44 0.56 -0.35
C -1.94 -1.24 0.41
H 0.67 1.34 -0.07
H 2.44 0.92 -0.38
H -2.58 -1.42 1.27
H 1.30 -0.12 -1.17
H 1.39 -0.26 0.54

Computed relative energies in units of hartree: version 1 0.0000; version 2 0.0224

Version 1
The following is a DFT calculation (ωB97M-V/def2-TZVPD) of a 2-piece molecular cluster, C3H10N4O3S overall.

HOMO level = -8.777 eV
Frontier orbital gap = 9.28 eV
Total charge = 0

Element x y z (Å)
S 0.95 -1.70 -0.28
O 1.05 -0.46 0.75
O 2.25 -2.26 -0.46
O -0.08 -2.57 0.35
N -0.13 1.46 0.83
N 2.13 1.64 0.38
N -2.43 -0.85 0.96
N 0.88 0.62 -1.29
C -2.51 0.14 0.02
C 0.15 -0.57 -1.48
C 1.03 0.80 0.22
H 3.03 1.08 0.37
H 0.31 -0.82 -2.61
H -1.70 -1.57 0.90
H 2.04 2.05 1.21
H -3.44 0.65 0.16
H -1.00 0.83 0.83
H -0.50 2.20 0.36
H -2.96 -0.76 1.81
H 1.85 0.63 -1.72
H -0.91 -0.53 -1.29

Version 2
The following is a DFT calculation (ωB97M-V/def2-TZVPD) of a 2-piece molecular cluster, C3H10N4O3S overall.

HOMO level = -9.560 eV
SMILES = [H]/N=C(\N)NCS(=O)(=O)O.C=N
Frontier orbital gap = 10.19 eV
Total charge = 0

Element x y z (Å)
S 1.86 1.27 0.43
O 1.10 2.27 1.05
O 1.95 0.01 1.40
O 3.13 1.51 -0.11
N -2.66 1.65 -0.16
N -0.50 1.18 -1.13
N -1.53 -0.36 0.25
N 1.39 -2.54 0.50
C 0.80 0.62 -1.00
C -1.56 0.81 -0.24
C 0.11 -2.65 0.30
H -2.93 2.43 -0.72
H 2.05 -3.25 0.70
H -3.26 1.32 0.44
H -2.36 -0.60 0.77
H 0.83 -0.47 -0.91
H -0.38 -3.59 0.28
H 1.28 0.84 -1.87
H -0.45 -1.77 0.04
H 1.60 -0.90 1.03
H -0.45 2.22 -1.04

Computed relative energies in units of hartree: version 1 0.0669; version 2 0.0000